A molecular structure, C52H132BHgN12O20 at a distorted geometry, computed with ωB97M-V/def2-TZVPD.

Element x y z (Å)
Hg -17.5499 3.0387 3.2777
O -21.1109 2.3145 6.3985
C -21.2042 1.3250 5.7351
O -22.0234 0.3324 5.9315
B -21.6442 -0.8015 5.0547
O -20.5023 -0.2640 4.2283
C -20.2430 0.9504 4.5968
O -19.3314 1.6479 4.2228
O -22.7657 -1.1355 4.1651
C -23.1669 -2.3937 4.3833
O -24.0171 -2.9695 3.7933
C -22.1851 -2.9925 5.3912
O -21.3274 -2.0655 5.7425
O -22.2910 -4.1046 5.8167
C -25.2613 1.1604 5.4336
C -24.8444 2.6075 5.1771
C -24.6627 2.9575 3.7104
O -24.0568 4.2265 3.6011
C -23.9638 4.6509 2.2547
N -25.7953 3.5221 5.8519
H -24.4906 0.4247 5.2195
H -26.1976 0.9192 4.9212
H -25.4749 1.0514 6.5000
H -23.8989 2.6972 5.7259
H -25.6335 2.9487 3.1979
H -24.0681 2.1440 3.2627
H -24.9594 4.7122 1.8052
H -23.3558 3.9595 1.6580
H -23.5000 5.6360 2.2803
H -26.7131 3.2024 5.5586
H -25.5602 4.4346 5.4748
C -22.5733 3.7888 12.3217
C -22.4639 4.9894 11.3864
C -23.1794 4.7628 10.0434
O -22.8655 3.4556 9.5586
C -23.6885 3.0567 8.4887
N -23.0522 6.2112 11.9697
H -23.5848 3.7122 12.7227
H -21.8635 3.9361 13.1391
H -22.3217 2.8507 11.8269
H -21.4144 5.1865 11.1594
H -22.8864 5.4683 9.2603
H -24.2707 4.7585 10.1737
H -23.7721 3.7224 7.6266
H -24.6973 2.8892 8.8867
H -23.3759 2.0847 8.1030
H -24.0373 6.0135 12.1374
H -22.6745 6.2675 12.9147
C -15.3121 -5.7157 8.9996
C -16.6894 -5.1406 9.3755
C -17.7158 -5.4433 8.3017
O -18.9412 -4.8160 8.6346
C -20.0137 -5.3682 7.9213
N -17.0211 -5.7378 10.6744
H -14.6225 -5.5649 9.8261
H -14.8842 -5.1301 8.1760
H -15.3491 -6.7371 8.6211
H -16.5414 -4.0633 9.4694
H -17.7924 -6.5264 8.1406
H -17.3776 -5.0762 7.3197
H -20.3244 -6.3619 8.2650
H -19.9428 -5.4627 6.8292
H -20.8765 -4.7062 8.0272
H -18.0293 -5.7052 10.8276
H -16.8625 -6.7417 10.6083
C -26.4088 -6.9799 2.9213
C -25.4553 -6.8540 4.1065
C -24.2289 -5.9722 3.8693
O -23.3433 -6.6487 2.9920
C -22.1373 -5.9464 2.8456
N -26.1341 -6.3726 5.3333
H -27.1179 -7.7778 3.1494
H -25.8529 -7.1449 2.0012
H -27.0196 -6.0833 2.7906
H -24.9806 -7.8138 4.3561
H -23.7419 -5.8136 4.8371
H -24.5231 -5.0005 3.4536
H -22.2624 -5.1701 2.0788
H -21.3335 -6.6151 2.5353
H -21.7720 -5.4497 3.7522
H -26.9209 -6.9944 5.5167
H -25.4758 -6.6340 6.0685
C -20.1101 3.1039 -0.3108
C -19.3203 3.4644 0.9417
C -20.1800 4.1930 1.9598
O -19.4742 4.4402 3.1755
C -20.3194 4.8577 4.2523
N -18.7033 2.2312 1.5365
H -20.6986 3.9350 -0.7093
H -20.8792 2.3471 -0.1265
H -19.4594 2.7615 -1.1131
H -18.5402 4.1145 0.5327
H -20.9964 3.5133 2.2495
H -20.6545 5.0660 1.5099
H -20.6861 5.8702 4.0696
H -19.7693 4.7648 5.1804
H -21.2202 4.2382 4.2945
H -18.5464 1.4943 0.8311
H -19.5063 1.8198 2.0186
C -21.5503 -0.4194 0.9929
C -20.2667 -1.2299 0.8245
C -20.4249 -2.4848 -0.0253
O -20.7118 -2.0412 -1.3378
C -20.5447 -3.0467 -2.2997
N -19.2186 -0.3254 0.2752
H -21.3307 0.4744 1.5846
H -22.2882 -0.9106 1.6341
H -22.0308 -0.1811 0.0442
H -19.9519 -1.4333 1.8514
H -21.2117 -3.1484 0.3444
H -19.4680 -3.0219 -0.0707
H -19.5541 -3.5166 -2.2645
H -20.7264 -2.6776 -3.3058
H -21.2552 -3.8713 -2.1511
H -19.3720 -0.2608 -0.7329
H -18.3567 -0.8723 0.3238
C -18.0281 -1.8431 7.6390
C -18.6203 -0.7065 8.4679
C -19.4943 -1.1635 9.6293
O -20.2715 -0.1687 10.2486
C -21.3215 0.3419 9.4436
N -17.5136 0.1712 8.9543
H -18.8940 -2.4612 7.3789
H -17.3966 -2.5330 8.2043
H -17.4961 -1.5118 6.7553
H -19.1711 -0.0951 7.7357
H -18.8022 -1.6043 10.3586
H -20.1305 -2.0460 9.4518
H -21.7565 -0.4853 8.8727
H -21.0502 1.1168 8.7162
H -21.9719 0.8604 10.1473
H -16.8513 -0.5316 9.2830
H -17.7704 0.6976 9.7882
C -19.2729 5.2328 8.4137
C -18.6363 3.9590 8.9555
C -19.1450 3.5891 10.3535
O -18.3349 2.5823 10.8965
C -18.7590 2.2051 12.1921
N -18.8099 2.8255 8.0290
H -19.1789 6.0562 9.1200
H -20.3093 5.1082 8.0960
H -18.7259 5.5337 7.5130
H -17.5631 4.1293 9.0501
H -20.2164 3.3455 10.3444
H -19.0992 4.4724 11.0120
H -19.8133 1.9120 12.1846
H -18.7147 3.0639 12.8720
H -18.1594 1.3847 12.5716
H -19.7945 2.6116 7.9236
H -18.4154 2.0078 8.4985
C -25.9220 -0.9872 1.8078
C -25.7020 -1.7010 0.5054
C -24.8931 -2.9956 0.6392
O -24.8355 -3.6734 -0.5972
C -24.0569 -4.8467 -0.5258
N -26.9692 -1.9541 -0.2059
H -24.9779 -0.7994 2.3261
H -26.6123 -1.5373 2.4503
H -26.3609 0.0108 1.7167
H -25.1455 -1.0726 -0.2029
H -25.3763 -3.6324 1.3961
H -23.8607 -2.8087 0.9672
H -24.4729 -5.5056 0.2408
H -23.0239 -4.6189 -0.2180
H -23.9678 -5.2447 -1.5321
H -26.7734 -2.6981 -0.8735
H -27.6437 -2.3819 0.4275
C -15.3582 3.7503 7.0576
C -15.9262 3.2682 5.7143
C -15.8815 1.7550 5.6731
O -16.3697 1.3325 4.4077
C -16.6086 -0.0778 4.3550
N -17.3480 3.7001 5.5539
H -14.2844 3.5873 7.1459
H -15.9026 3.3824 7.9229
H -15.4650 4.8408 7.1048
H -15.3294 3.7669 4.9447
H -16.4004 1.3388 6.5445
H -14.8263 1.4742 5.7740
H -15.6780 -0.6114 4.5520
H -16.9709 -0.3308 3.3612
H -17.3647 -0.3452 5.0906
H -17.3386 4.6999 5.7750
H -17.8785 3.3822 6.4093
C -24.1523 -6.2180 9.4679
C -24.7241 -5.3102 8.3905
C -24.3566 -3.8367 8.5684
O -25.1374 -3.0744 7.6632
C -25.0600 -1.7043 7.8937
N -24.2588 -5.7682 7.0673
H -24.5974 -5.9485 10.4315
H -23.0753 -6.0913 9.5972
H -24.3872 -7.2593 9.2658
H -25.8102 -5.3975 8.3183
H -23.2904 -3.6565 8.3813
H -24.5866 -3.5219 9.5972
H -25.7298 -1.1779 7.2107
H -24.0798 -1.2651 7.6283
H -25.2559 -1.4033 8.9278
H -24.7769 -5.1829 6.4094
H -23.3020 -5.4699 6.8746
C -27.3408 -1.5205 5.1981
C -27.4940 -3.0097 5.4199
C -28.9199 -3.4424 5.7589
O -29.2914 -2.8150 6.9606
C -30.6610 -2.9101 7.2160
N -27.0391 -3.6899 4.1976
H -26.2888 -1.2661 5.0401
H -27.6520 -0.9156 6.0552
H -27.9227 -1.1386 4.3551
H -26.8136 -3.2626 6.2426
H -28.8869 -4.5348 5.8771
H -29.5866 -3.2094 4.9208
H -31.2702 -2.4296 6.4340
H -30.9039 -2.3507 8.1195
H -31.0590 -3.9283 7.2974
H -27.0265 -4.6950 4.4125
H -26.0246 -3.5777 4.1522

As for the net charge: +1. The gap between HOMO and LUMO is 5.1 eV. The calculation puts the energy above the lowest of the compared OMol25 structures with the same formula, charge and spin at 0.0 kJ/mol.

Here are the Löwdin charges for atoms 1 to 4, given in e:
1 Hg 1.318
2 O 0.132
3 C -0.392
4 O 0.236